43
Properties=species:S:1:pos:R:3:forces:R:3 method="wB97M-V/def2-TZVPD" homo_energy_ev=-2.41 molar_mass_da=277.26 e_tot_ha=-1414.0650 charge=-1 lumo_energy_ev=3.0 orbital_gap_ev=5.4 spin_multiplicity=1
N -3.839539 -0.251148 -1.379115 0.303 0.111 -0.277
C -3.005797 -0.746930 -2.502617 -0.509 -0.088 0.312
C -2.106858 -1.876080 -2.068659 -0.034 0.063 0.471
P -0.726445 -1.430571 -0.773523 -0.955 -0.602 0.294
C -0.012138 -3.218346 -0.982303 0.150 0.141 0.068
C 0.950741 -3.661791 0.088281 0.049 0.174 -0.264
O 2.163552 -2.899480 0.045537 0.550 -0.177 0.142
P 0.758803 -0.629895 -2.307170 0.910 0.186 -0.383
N 0.833419 1.044807 -1.881854 -0.243 -0.225 -0.283
O -0.032216 -0.472328 -3.809861 -0.148 0.523 0.013
H -4.489787 0.425627 -1.759986 -0.181 -0.034 0.173
H -4.370908 -1.024630 -0.999041 -0.074 -0.007 0.023
H -2.444310 0.093126 -2.897339 0.212 0.172 -0.014
H -3.669591 -1.109518 -3.293441 0.038 0.043 -0.425
H -1.687665 -2.382790 -2.931564 0.222 0.052 -0.304
H -2.751616 -2.610600 -1.578392 -0.035 -0.249 0.213
H 0.287212 -1.089376 0.243330 0.331 0.057 -0.222
H -1.283774 -0.074740 -0.581735 -0.007 0.214 -0.138
H -1.582150 -1.948878 0.324409 -0.017 0.093 0.047
H 0.460735 -3.343716 -1.954426 0.158 0.068 -0.254
H -0.848825 -3.914193 -0.962739 -0.318 -0.058 0.070
H 1.205511 -4.707387 -0.086096 -0.015 -0.341 0.243
H 0.476377 -3.548315 1.065598 -0.053 -0.043 0.241
H 2.875161 -3.434875 0.430959 -0.441 0.264 -0.172
H 0.017771 1.341447 -1.347594 0.021 -0.038 0.254
H 1.672144 1.223624 -1.352586 -0.032 0.170 0.123
H -0.169249 0.479422 -3.960462 0.079 -0.449 0.094
C 2.445004 3.945908 2.947751 -0.028 0.020 0.031
O 1.165608 3.539934 3.390734 0.040 -0.063 -0.036
C 0.221672 3.404971 2.335102 -0.051 0.007 0.101
C 0.096836 1.985894 1.819330 -0.066 -0.107 -0.236
O 1.293858 1.511003 1.239139 0.258 0.348 0.211
C 2.065365 0.697926 2.103157 -0.090 -0.185 -0.075
H 3.159950 3.704454 3.733936 -0.017 0.027 0.031
H 2.740571 3.428597 2.033454 -0.003 -0.014 -0.012
H 2.465903 5.028850 2.771794 0.023 -0.010 -0.042
H 0.479963 4.080232 1.512386 0.025 -0.002 -0.029
H -0.748785 3.717079 2.733157 0.002 -0.004 -0.018
H -0.666194 1.968801 1.034590 -0.055 -0.056 0.041
H -0.235836 1.313419 2.615817 -0.002 0.006 0.037
H 1.650069 -0.314620 2.131171 0.023 -0.008 -0.006
H 2.111284 1.106784 3.116487 -0.004 0.050 0.005
H 3.074173 0.648303 1.694383 -0.015 -0.028 -0.048



22
Properties=species:S:1:pos:R:3:forces:R:3 method="wB97M-V/def2-TZVPD" de_lowest_kcal_mol=89.0 homo_energy_ev=-13.42 molar_mass_da=134.20 e_tot_ha=-404.4631 smiles="C#C[N@@H+]1C=CC(=C)C1(C)C" charge=+1 lumo_energy_ev=-3.4 orbital_gap_ev=10.1 spin_multiplicity=1
C 3.290932 0.161039 -0.494612 -3.258 -1.626 1.417
C 2.210456 -0.163033 -0.016262 4.300 1.834 -1.873
N 1.001511 -0.443571 0.561176 0.880 -0.697 2.691
C 0.656893 -1.855247 0.255998 -2.635 1.052 -0.496
C -0.637749 -1.939332 -0.010037 1.713 1.706 0.305
C -1.269192 -0.616181 -0.092646 1.028 -1.090 -0.319
C -2.491846 -0.535562 -0.587316 2.380 3.899 1.390
C -0.225834 0.490002 0.208278 -1.570 -0.446 -1.196
C 0.186068 1.283370 -1.107494 0.078 -1.999 0.255
C -0.785175 1.368181 1.347526 2.009 -2.069 2.241
H 4.210060 0.176893 -1.013918 0.507 0.366 -0.115
H 1.280351 -0.569480 1.583750 -1.073 1.130 -0.846
H 1.454653 -2.506960 0.253954 1.402 -1.401 0.140
H -1.109752 -2.824969 -0.256301 -0.995 -1.602 -0.372
H -2.872289 0.463324 -0.693022 -0.835 -0.014 -0.422
H -2.956497 -1.398158 -0.769202 -2.335 -2.876 -0.898
H 0.294030 2.318780 -0.813212 -0.044 0.269 -0.503
H -0.614892 1.049394 -1.862950 0.913 0.775 0.679
H 1.192716 0.868207 -1.490178 -1.918 0.963 0.319
H -0.288692 2.319676 1.339454 0.478 0.377 0.560
H -0.705966 0.778909 2.403632 0.023 1.578 -2.380
H -1.819792 1.574714 1.253380 -1.046 -0.129 -0.575



26
Properties=species:S:1:pos:R:3:forces:R:3 method="wB97M-V/def2-TZVPD" de_lowest_kcal_mol=62.0 homo_energy_ev="-17.19 / -17.63" molar_mass_da=170.22 e_tot_ha=-564.7973 charge=+2 lumo_energy_ev="-10.6 / -10.3" orbital_gap_ev="6.6 / 7.4" spin_multiplicity=1
C -2.126072 -0.738270 -0.177501 -0.360 0.641 0.149
C -0.242244 0.891817 0.036828 -1.128 0.956 0.026
C 3.193662 0.654971 -0.066566 0.552 -0.038 0.435
C 3.085112 -0.797892 0.067475 0.425 0.248 0.119
C -1.638004 0.468683 0.620770 -0.046 0.230 -0.096
C 1.927536 -0.070566 -0.629801 -0.397 -0.301 -0.939
N -3.143313 -0.595108 -0.882651 -0.193 0.106 -0.029
N -0.223598 2.140274 -0.342223 0.316 -0.112 -0.163
N -1.338203 -1.878133 -0.057358 0.627 -0.852 0.150
N 0.758772 0.082557 0.035111 0.893 -0.821 0.777
N -0.133913 -1.825903 0.570270 -0.808 0.453 -0.385
N -2.539293 1.560231 0.479146 -0.026 0.020 0.042
H 3.055287 1.284799 0.800134 -0.144 -0.058 0.054
H 3.822591 1.073833 -0.841745 -0.109 -0.033 -0.113
H 3.690959 -1.429959 -0.567676 -0.096 0.052 -0.170
H 2.885746 -1.205200 1.048364 -0.146 0.093 0.089
H -1.479012 0.193353 1.669940 0.064 0.044 -0.045
H 1.862146 -0.164202 -1.710615 0.043 0.029 0.050
H -3.534900 -1.346933 -1.432398 0.102 -0.357 -0.088
H 0.576348 2.616883 -0.734411 0.050 -0.097 -0.006
H -1.514823 -2.656046 -0.689452 0.272 0.067 0.023
H -0.163742 -1.662586 1.576490 -0.010 0.109 -0.072
H 0.512141 -2.566416 0.303175 -0.048 -0.027 -0.043
H -1.134635 2.614865 -0.225220 0.123 -0.122 0.025
H -2.869788 1.993130 1.330903 0.017 -0.192 0.035
H -3.288758 1.361818 -0.180993 0.028 -0.040 0.177